Record 1
{
  "formula": "C5H9FO",
  "method": "wB97M-V/def2-TZVPD",
  "mol_weight_g_mol": 104.124,
  "smiles": "CO/C=C(/C)CF",
  "e_above_lowest_kcal_mol": 33.7,
  "energy_ev": -10094.333,
  "species": ["C", "O", "C", "C", "C", "C", "F", "H", "H", "H", "H", "H", "H", "H", "H", "H"],
  "xyz": [[-0.636, -1.601, 1.582], [-1.601, -0.906, 0.718], [-1.220, -0.029, -0.186], [-0.006, 0.442, -0.530], [0.175, 1.318, -1.764], [1.218, 0.338, 0.334], [1.981, -0.791, -0.080], [0.157, -1.995, 0.892], [-0.202, -0.936, 2.311], [-1.239, -2.379, 2.040], [-2.089, 0.360, -0.681], [0.897, 0.921, -2.519], [0.545, 2.350, -1.500], [-0.797, 1.458, -2.306], [1.816, 1.243, 0.288], [1.000, 0.208, 1.401]],
  "forces_ev_per_angstrom": [[-0.2998, 0.0182, -2.1254], [0.0752, -0.8558, 1.9023], [1.0290, 0.8590, -0.7571], [0.2795, 0.7786, 0.2143], [-0.5109, 0.7831, -0.4616], [-0.5078, -0.9081, 0.1198], [0.2344, 0.6097, 0.2727], [-0.5517, 0.0726, 0.9067], [-0.0958, 0.0847, 0.2984], [0.2620, -0.0598, 0.0630], [-0.2928, -0.1381, -0.5893], [-0.4738, 0.0153, 0.7387], [-0.3197, -0.9566, -0.1390], [0.7863, -0.1468, 0.4587], [0.3326, -0.0450, -0.4715], [0.0532, -0.1111, -0.4308]],
  "lowdin_charge": [-0.02, -0.10, -0.16, -0.25, -0.08, -0.16, -0.08, 0.11, 0.07, 0.09, 0.13, 0.09, 0.08, 0.08, 0.11, 0.09]
}

Record 2
{
  "formula": "C5H9FS",
  "method": "wB97M-V/def2-TZVPD",
  "mol_weight_g_mol": 120.192,
  "smiles": "CC1(C)S[C@H]1CF",
  "e_above_lowest_kcal_mol": 16.1,
  "energy_ev": -18883.138,
  "species": ["C", "C", "C", "S", "C", "C", "F", "H", "H", "H", "H", "H", "H", "H", "H", "H"],
  "xyz": [[-0.830, -1.166, 1.333], [-0.775, -0.397, 0.024], [-1.540, -1.072, -1.119], [-0.908, 1.436, 0.126], [0.445, 0.370, -0.470], [1.827, 0.410, 0.192], [2.534, -0.677, -0.268], [-1.832, -1.061, 1.780], [-0.582, -2.251, 1.254], [-0.150, -0.758, 2.118], [-1.110, -2.084, -1.284], [-2.599, -1.102, -0.848], [-1.444, -0.527, -2.048], [0.558, 0.320, -1.524], [1.795, 0.344, 1.262], [2.321, 1.365, -0.075]],
  "forces_ev_per_angstrom": [[0.4645, 0.0983, 1.0296], [0.8450, -0.0001, -0.6804], [0.2134, -0.1384, 0.6865], [0.3116, -0.4666, -0.1792], [-0.1125, -0.4384, 1.6073], [-1.2161, 0.7293, -0.3459], [0.4520, -0.1762, -0.2815], [0.2252, -0.2227, -0.3205], [-0.2496, 0.7937, -0.3247], [-0.3122, -0.0926, -0.7264], [-0.4868, 0.4729, 0.2108], [0.0576, -0.3730, -0.1713], [0.0212, 0.2594, -0.1335], [-0.0268, 0.1676, -0.9149], [-0.2163, -0.0098, 0.6186], [0.0297, -0.6033, -0.0749]],
  "lowdin_charge": [-0.09, -0.75, -0.09, 0.87, -0.50, -0.21, -0.04, 0.08, 0.09, 0.08, 0.10, 0.08, 0.07, 0.09, 0.10, 0.12]
}

Record 3
{
  "formula": "C5H9FS",
  "method": "wB97M-V/def2-TZVPD",
  "mol_weight_g_mol": 120.192,
  "smiles": "F[C@H]1CC[C@@H](S)C1",
  "e_above_lowest_kcal_mol": 75.2,
  "energy_ev": -18880.579,
  "species": ["F", "C", "C", "C", "C", "S", "C", "H", "H", "H", "H", "H", "H", "H", "H", "H"],
  "xyz": [[0.686, -1.455, -0.680], [1.531, -0.617, 0.218], [1.832, 0.907, -0.234], [0.392, 1.159, -0.636], [-0.522, 0.658, 0.566], [-2.172, -0.058, -0.090], [0.502, -0.318, 1.141], [2.477, -1.298, 0.317], [2.318, 0.850, -1.240], [2.391, 1.532, 0.462], [0.078, 0.662, -1.559], [-0.113, 2.364, -0.910], [-0.550, 1.347, 1.440], [-1.565, -1.095, -0.717], [0.283, -1.289, 1.345], [0.849, 0.196, 2.092]],
  "forces_ev_per_angstrom": [[1.7734, 1.0370, -0.6223], [3.2096, 0.4655, -2.5732], [-0.4290, -2.5075, -4.2632], [-4.0891, 5.3072, 0.2821], [1.1772, -0.7972, -1.2461], [1.4840, 0.5564, 0.8595], [-0.3250, 0.7666, 4.7719], [-1.9381, 1.4506, 0.6679], [0.4997, 0.4205, 0.9672], [-0.4341, -0.3391, 0.1752], [0.5102, -0.2181, 0.4201], [2.2260, -3.2066, 0.8796], [-1.3487, 0.1725, -1.3767], [-0.1461, 0.3776, 0.2206], [-2.3387, -2.4851, 1.7844], [0.1688, -1.0002, -0.9471]],
  "lowdin_charge": [-0.11, -0.24, -0.12, -0.26, -0.56, 0.69, -0.27, 0.18, 0.11, 0.12, 0.08, 0.19, 0.11, -0.14, 0.09, 0.15]
}

Record 4
{
  "formula": "C5H9HgO4",
  "method": "wB97M-V/def2-TZVPD",
  "spin_multiplicity": 3,
  "mol_weight_g_mol": 333.713,
  "total_charge": 1,
  "e_above_lowest_kcal_mol": 0.0,
  "s2": 2.005,
  "energy_ev": -17685.417,
  "species": ["O", "C", "C", "O", "O", "C", "Hg", "H", "H", "H", "H", "C", "C", "O", "H", "H", "H", "H", "H"],
  "xyz": [[3.028, 4.890, 6.098], [1.878, 4.455, 6.618], [2.771, 5.484, 4.872], [1.828, 3.740, 7.591], [0.842, 4.892, 5.934], [1.289, 5.693, 4.821], [1.207, 2.235, 8.887], [3.527, 6.189, 4.536], [0.821, 5.301, 3.907], [0.974, 6.734, 4.983], [2.685, 3.850, 3.281], [2.329, 2.803, 2.836], [1.243, 2.227, 3.712], [1.781, 2.027, 5.013], [1.959, 2.981, 1.818], [3.209, 2.146, 2.808], [0.880, 1.272, 3.295], [0.387, 2.922, 3.777], [1.279, 1.329, 5.442]],
  "forces_ev_per_angstrom": [[-0.0065, -0.4447, 0.3428], [0.0796, 0.7084, -1.8281], [-0.1568, 0.7221, 0.2878], [0.5445, 0.8402, 0.0156], [-0.0744, -0.3640, 0.5972], [0.1560, 0.0624, -0.4604], [-0.4782, -1.0199, 0.8605], [-0.1528, -0.2988, 0.0492], [0.0749, 0.1449, 0.2562], [0.0452, -0.2403, -0.0085], [-0.6430, -2.2012, -0.9925], [0.7419, 1.9430, 0.6708], [-0.2553, 0.0190, -0.4541], [0.0653, 0.0061, 0.5093], [0.1354, -0.0539, 0.2369], [-0.2908, 0.1888, -0.0377], [0.0930, 0.2984, 0.1219], [0.1176, -0.2415, -0.0999], [0.0043, -0.0690, -0.0669]],
  "mulliken_spin": [0.03, 0.01, 0.88, -0.03, 0.00, -0.04, 1.07, 0.02, 0.02, 0.04, -0.02, 0.02, 0.00, 0.00, 0.00, 0.00, 0.00, 0.00, 0.00]
}

Record 5
{
  "formula": "C5H9LuMgO4",
  "method": "wB97M-V/def2-TZVPD",
  "spin_multiplicity": 2,
  "mol_weight_g_mol": 332.395,
  "total_charge": 1,
  "e_above_lowest_kcal_mol": 34.2,
  "s2": 0.752,
  "energy_ev": -52577.061,
  "species": ["O", "C", "C", "O", "C", "Mg", "H", "H", "H", "H", "H", "H", "H", "O", "C", "C", "O", "Lu", "H", "H"],
  "xyz": [[-0.146, -1.568, -0.450], [-1.365, -1.531, 0.216], [-1.587, -0.107, 0.701], [-1.314, 0.723, -0.425], [-2.450, 1.058, -1.211], [0.610, 1.129, -1.144], [-1.643, -2.214, 1.038], [-2.132, -1.767, -0.547], [-0.945, 0.212, 1.535], [-2.613, 0.014, 1.083], [-2.234, 1.933, -1.836], [-2.664, 0.211, -1.876], [-3.301, 1.230, -0.535], [3.457, -1.507, 0.859], [4.117, -0.417, 0.907], [3.302, 0.792, 0.451], [1.966, 0.532, 0.129], [1.737, -1.509, 0.175], [3.882, 1.271, -0.364], [3.323, 1.514, 1.293]],
  "forces_ev_per_angstrom": [[-0.6595, -0.7300, 0.9816], [-2.0303, 0.5021, -0.8981], [-0.4237, -0.5758, 0.1877], [0.5333, 1.3746, 0.5198], [-0.7742, -0.4128, -0.4864], [-0.4594, 0.1392, -0.2452], [1.0994, -0.2308, -0.0808], [-0.0726, 0.2524, 0.3751], [0.2282, -0.1950, -0.3310], [0.1781, 0.1781, -0.3890], [-0.0093, -0.1437, 0.3783], [-0.1932, 0.2355, 0.1026], [0.2169, 0.1777, -0.4284], [4.4454, -1.0379, 2.4552], [2.2065, 2.0561, 0.2312], [1.8566, 0.6501, 1.0726], [-1.8450, -0.3195, -0.5970], [-4.2100, -1.3849, -2.7376], [-0.3204, -0.2422, 0.1811], [0.2332, -0.2935, -0.2918]],
  "mulliken_spin": [-0.03, 0.01, 0.01, 0.04, 0.01, 0.68, 0.00, 0.00, 0.01, 0.00, 0.00, 0.01, 0.00, 0.02, 0.01, 0.04, 0.10, 0.11, -0.01, 0.01]
}

Record 6
{
  "formula": "C5H9N",
  "method": "wB97M-V/def2-TZVPD",
  "mol_weight_g_mol": 83.134,
  "smiles": "C1CC1N1CC1",
  "e_above_lowest_kcal_mol": 84.5,
  "energy_ev": -6817.330,
  "species": ["C", "C", "C", "N", "C", "C", "H", "H", "H", "H", "H", "H", "H", "H", "H"],
  "xyz": [[0.258, -1.401, -0.119], [0.684, -0.901, -1.693], [0.539, -0.013, -0.532], [-0.431, 1.095, -0.239], [-0.149, 1.657, 1.098], [-1.203, 0.644, 0.904], [-0.741, -1.818, -0.251], [0.785, -1.906, 0.700], [1.590, -0.792, -2.324], [-0.151, -1.249, -2.287], [1.547, 0.265, -0.218], [0.763, 1.299, 1.579], [-0.346, 2.717, 1.275], [-2.279, 0.779, 0.951], [-0.866, -0.375, 1.157]],
  "forces_ev_per_angstrom": [[1.1871, -0.7023, -1.7356], [-0.2748, -0.5024, 0.5650], [-0.3286, 0.9709, 0.4064], [0.4817, -0.6249, -0.2593], [0.1006, -0.0255, 0.0636], [-0.1924, -0.6810, 0.4762], [0.1538, 0.4265, -0.0040], [0.4148, 0.1395, -0.7753], [-0.1961, -0.7351, 1.0344], [-0.2516, 0.5221, 0.0402], [-0.1495, 0.2049, 0.0001], [-0.1494, 0.1009, -0.0459], [-0.1283, -0.3351, -0.3121], [0.1772, 0.4525, -0.0768], [-0.8443, 0.7890, 0.6231]],
  "lowdin_charge": [-0.08, -0.03, -0.40, -0.04, -0.14, -0.18, 0.09, 0.10, 0.09, 0.08, 0.14, 0.10, 0.10, 0.10, 0.07]
}

Record 7
{
  "formula": "C5H9N",
  "method": "wB97M-V/def2-TZVPD",
  "mol_weight_g_mol": 83.134,
  "e_above_lowest_kcal_mol": 101.8,
  "energy_ev": -6816.582,
  "species": ["C", "C", "C", "N", "C", "C", "H", "H", "H", "H", "H", "H", "H", "H", "H"],
  "xyz": [[-0.375, -1.853, -0.238], [-0.272, -0.311, -0.231], [-0.286, 0.373, 1.119], [0.554, 1.407, 0.414], [1.104, 0.286, -0.432], [-0.480, 1.666, -0.527], [-0.131, -2.342, -1.187], [-1.315, -2.269, 0.140], [0.404, -2.194, 0.477], [-1.243, 0.760, 1.493], [0.245, -0.160, 1.918], [1.925, -0.265, 0.042], [1.391, 0.597, -1.445], [-0.120, 2.133, -1.455], [-1.335, 2.208, -0.100]],
  "forces_ev_per_angstrom": [[-0.1981, 0.2009, -0.1830], [0.1870, -0.1526, 0.1769], [0.0064, -0.0068, 0.4141], [0.0618, 0.2736, 0.0401], [0.4165, -0.0351, -0.0378], [-0.2093, -0.0372, -0.1856], [-0.1698, 0.2909, 0.0063], [0.0035, 0.2830, -0.1904], [-0.2624, 0.2816, -0.2525], [0.3024, -0.0154, 0.0643], [0.1016, 0.0408, -0.0598], [-0.0442, 0.0523, 0.1094], [0.0931, 0.0004, 0.2916], [-0.2404, -0.5825, 0.0076], [-0.0481, -0.5939, -0.2014]],
  "lowdin_charge": [-0.06, -0.25, -0.19, -0.11, -0.19, -0.03, 0.07, 0.07, 0.08, 0.11, 0.11, 0.11, 0.11, 0.09, 0.09]
}

Record 8
{
  "formula": "C5H9N",
  "method": "wB97M-V/def2-TZVPD",
  "mol_weight_g_mol": 83.134,
  "smiles": "C1=NC1.C=CC",
  "e_above_lowest_kcal_mol": 73.6,
  "energy_ev": -6817.804,
  "species": ["C", "N", "C", "H", "H", "H", "C", "C", "C", "H", "H", "H", "H", "H", "H"],
  "xyz": [[0.043, -0.547, -1.907], [-0.336, 0.021, -2.957], [-1.018, 0.390, -1.637], [0.745, -1.286, -1.537], [-0.800, 1.378, -1.229], [-2.039, 0.039, -1.487], [0.423, -1.381, 1.043], [-0.149, -0.185, 1.205], [0.607, 1.111, 1.296], [-0.167, -2.289, 0.972], [1.502, -1.482, 0.954], [-1.232, -0.128, 1.290], [1.519, 1.095, 0.689], [0.900, 1.298, 2.335], [0.001, 1.964, 0.972]],
  "forces_ev_per_angstrom": [[-0.2134, 0.3058, -0.5510], [0.2836, -0.3672, 0.3806], [-0.2407, 0.1551, 0.1577], [-0.0730, 0.1266, -0.2022], [-0.0173, -0.1802, -0.1476], [0.1639, 0.0651, -0.1134], [-0.2652, 0.5659, 0.2010], [0.3320, -0.6358, 0.0539], [0.0461, 0.0922, 0.0356], [0.0383, 0.0673, 0.0830], [-0.0774, 0.0108, 0.0075], [0.0902, -0.0239, 0.0203], [-0.1221, -0.0592, 0.1227], [-0.0231, 0.0528, -0.1012], [0.0780, -0.1754, 0.0533]],
  "lowdin_charge": [-0.18, 0.11, -0.18, 0.10, 0.07, 0.08, -0.05, -0.27, -0.12, 0.06, 0.06, 0.10, 0.08, 0.08, 0.06]
}

Record 9
{
  "formula": "C5H9N",
  "method": "wB97M-V/def2-TZVPD",
  "mol_weight_g_mol": 83.134,
  "smiles": "C#CCN(C)C",
  "e_above_lowest_kcal_mol": 62.0,
  "energy_ev": -6818.306,
  "species": ["C", "C", "C", "N", "C", "C", "H", "H", "H", "H", "H", "H", "H", "H", "H"],
  "xyz": [[2.951, 0.790, -0.124], [1.775, 0.869, -0.369], [0.239, 0.899, -0.415], [-0.292, -0.130, 0.463], [-1.757, 0.220, 0.617], [-0.130, -1.470, -0.096], [3.997, 0.749, 0.075], [-0.080, 0.772, -1.457], [-0.046, 1.902, -0.078], [-2.372, -0.678, 0.730], [-2.198, 0.797, -0.202], [-1.850, 0.798, 1.541], [-0.674, -2.203, 0.511], [0.924, -1.766, -0.066], [-0.487, -1.549, -1.128]],
  "forces_ev_per_angstrom": [[-0.3602, 0.1211, -0.2602], [-1.1365, -0.1088, 0.3482], [2.6216, -0.0796, 0.0685], [-1.9694, 0.4335, -0.4090], [0.6333, -0.5275, 0.7577], [0.2631, -0.0917, 0.2574], [-0.1184, -0.0165, -0.0738], [-0.1136, 0.0442, -0.0661], [-0.1389, -0.2878, 0.0259], [0.2619, 0.0369, 0.0439], [0.2987, -0.0425, -0.1906], [-0.1267, 0.0566, -0.1897], [0.0451, 0.2753, -0.0487], [-0.0968, 0.1816, -0.0888], [-0.0633, 0.0054, -0.1747]],
  "lowdin_charge": [0.09, -0.10, -0.25, -0.26, -0.09, -0.12, 0.02, 0.11, 0.12, 0.07, 0.07, 0.08, 0.08, 0.08, 0.08]
}

Record 10
{
  "formula": "C5H9N",
  "method": "wB97M-V/def2-TZVPD",
  "mol_weight_g_mol": 83.134,
  "smiles": "C1CC1N1CC1",
  "e_above_lowest_kcal_mol": 51.1,
  "energy_ev": -6818.779,
  "species": ["C", "C", "C", "N", "C", "C", "H", "H", "H", "H", "H", "H", "H", "H", "H"],
  "xyz": [[1.484, 0.901, -0.095], [0.617, 1.470, -1.186], [-0.001, 0.702, -0.058], [-0.512, -0.618, -0.349], [-1.633, -1.063, 0.457], [-0.283, -1.637, 0.661], [2.087, 0.030, -0.334], [1.928, 1.580, 0.629], [0.473, 2.546, -1.233], [0.639, 0.961, -2.145], [-0.558, 1.271, 0.689], [-1.999, -0.384, 1.229], [-2.410, -1.623, -0.060], [-0.041, -2.626, 0.276], [0.260, -1.347, 1.561]],
  "forces_ev_per_angstrom": [[0.1710, -0.0499, 0.1043], [-0.0670, 0.1009, -0.1588], [-0.0232, 0.1077, 0.1347], [0.0723, 0.0824, -0.1046], [-0.2707, -0.0038, 0.0696], [0.1369, -0.1896, 0.1417], [-0.1036, 0.1341, 0.0107], [-0.0740, -0.1119, -0.1433], [0.0161, -0.1767, 0.0304], [-0.0255, 0.0813, 0.1586], [0.1070, -0.1071, -0.1097], [0.0684, -0.0904, -0.1507], [0.1547, 0.0708, 0.0636], [-0.0518, 0.1620, 0.0810], [-0.1106, -0.0099, -0.1275]],
  "lowdin_charge": [-0.12, -0.11, -0.34, -0.08, -0.15, -0.15, 0.10, 0.10, 0.09, 0.10, 0.14, 0.10, 0.10, 0.10, 0.11]
}